Density functional theory data (ωB97M-V with the def2-TZVPD basis set) for a 2-piece molecular cluster, C4H13N2O2 overall at a distorted geometry.

Last column: Mulliken charge in e.
Positions of all 21 atoms, in Å:
C 0.8940 3.5682 0.5232  -0.8346
N 1.4654 2.2354 0.4841  -0.4184
C 0.5240 1.2176 0.9940  -0.2813
O -0.5484 0.9378 0.2403  -0.4953
H -0.1504 3.5542 0.2029  0.3104
H 1.4428 4.2259 -0.1817  0.3011
H 0.9429 3.9411 1.5283  0.2951
H 1.5680 2.0160 -0.5133  0.2548
H 0.2588 1.5774 1.9887  0.3709
H 1.1834 0.3023 1.1054  0.2806
C 0.5412 -2.2273 -1.0204  -0.8066
N -0.3973 -1.6469 -0.0859  -0.3443
C -1.7716 -1.9913 -0.4377  -0.4222
O -2.0308 -3.3261 -0.2089  -0.5201
H 0.5845 -3.3129 -0.9476  0.3103
H 1.5791 -1.8085 -0.7680  0.2637
H 0.3408 -1.9529 -2.0943  0.3002
H -0.4211 -0.5543 -0.0416  0.4699
H -2.4423 -1.3453 0.1108  0.3060
H -1.9789 -1.8480 -1.4818  0.3346
H -1.5841 -3.5625 0.6034  0.3250

**Relative energy (zero: lowest compared OMol25 entry of this formula, charge and spin)**: 28.3 kcal per mole
**LUMO level (spin up / spin down)**: 0.036 / -0.097 Ha
**E**: -420.06397 Ha
**Gap between HOMO and LUMO (spin up / spin down)**: 10.270 / 6.424 eV
**2S+1**: 2
**Highest occupied orbital energy (spin up / spin down)**: -9.3 / -9.1 eV
**Expectation value of S²**: 0.756

=====

Density functional theory data (ωB97M-V with the def2-TZVPD basis set) for a 2-piece molecular cluster, C5H10N4O5 overall at a distorted geometry.

Last column: Mulliken charge in e.
Positions of all 24 atoms, in Å:
C 1.3823 -0.9430 0.9404  0.6088
C 2.2478 -0.0645 1.7134  -1.3462
C -2.4013 -0.1211 0.0540  -1.1125
C -1.1156 -0.9381 0.4249  -0.6555
C 0.2091 -0.2433 0.3394  0.6328
N 1.8479 -0.9032 -1.8126  -0.3201
N -0.6394 1.9779 0.4308  -0.7130
N 0.6735 -1.1451 -1.5068  0.8554
N 0.3623 1.1811 0.1581  1.1313
O 1.4967 -2.1542 0.8522  -0.5465
O -0.2235 -1.7745 -1.9619  -0.7097
O 1.4481 1.6496 -0.3362  -0.6499
O 2.2858 -1.3941 -2.9916  -0.4516
O -0.5052 3.2250 -0.0379  -0.3595
H 2.3957 0.9539 1.3907  0.3540
H 1.7150 0.1837 2.6509  0.3175
H 3.2448 -0.3673 2.0153  0.4055
H -2.3338 0.9950 0.1978  0.2924
H -3.2712 -0.6192 0.4992  0.3582
H -2.6015 -0.2178 -0.9957  0.3560
H -1.1836 -1.8011 -0.3896  0.2534
H -1.1865 -1.5154 1.3258  0.4852
H 2.9813 -0.7427 -3.3041  0.4054
H -1.3767 3.6202 0.1992  0.4087

**Relative energy (zero: lowest compared OMol25 entry of this formula, charge and spin)**: 46.0 kcal per mole
**LUMO level**: -0.052 Ha
**E**: -791.36224 Ha
**Gap between HOMO and LUMO**: 7.871 eV
**2S+1**: 1
**Highest occupied orbital energy**: -9.3 eV

=====

Density functional theory data (ωB97M-V with the def2-TZVPD basis set) for Cl2Na4O8 as an isolated structure at a distorted geometry.

Last column: Mulliken charge in e.
Positions of all 14 atoms, in Å:
Na -0.6770 -3.6081 1.5279  0.9476
Na -1.2703 1.2120 -3.9209  0.9661
Na -0.8669 -3.6861 -3.0808  0.9276
Na 2.6904 1.0497 -3.1147  0.9524
Cl -0.6655 2.2329 2.7821  1.5890
O -2.0843 2.1708 2.9375  -0.6207
O -0.0279 1.5868 3.8905  -0.6343
O -0.4667 1.5676 1.5114  -0.6917
O -0.0370 3.5329 2.5964  -0.6351
Cl 0.6477 -1.2119 -1.0316  1.9112
O 0.9108 -2.6222 -1.2358  -0.7589
O -0.2652 -0.6512 -2.0134  -0.7053
O 0.2004 -1.0368 0.3013  -0.5378
O 1.9114 -0.5363 -1.1499  -0.7103

**Relative energy (zero: lowest compared OMol25 entry of this formula, charge and spin)**: 72.7 kcal per mole
**LUMO level**: -0.325 Ha
**E**: -2170.41891 Ha
**Total charge**: +2
**Gap between HOMO and LUMO**: 2.418 eV
**2S+1**: 1
**Highest occupied orbital energy**: -11.3 eV